# 1
DFT (ωB97M-V/def2-TZVPD) results for a cluster of 2 separate species, C4H12N2O2 in total in a non-equilibrium geometry.

Geometry as XYZ:
```
20
Properties=species:S:1:pos:R:3
N -1.18360 1.23950 0.39949
C -1.05002 0.78699 -1.03765
C 0.11753 1.52567 -1.75200
N 0.92831 0.44703 -2.34595
H -1.35075 0.36542 1.05265
H -0.26233 1.52713 0.73270
H -1.88142 1.97308 0.47278
H -0.80523 -0.27157 -0.94499
H -2.01578 0.89655 -1.53263
H -0.31485 2.17555 -2.50933
H 0.58286 2.13213 -0.97434
H 1.78147 0.81831 -2.78910
H 1.26423 -0.06413 -1.53714
O 1.03194 -0.35050 1.05943
C 0.22885 -1.19544 1.59340
O -0.95115 -0.95507 1.90565
C 0.84804 -2.52887 1.97183
H 0.16384 -3.05864 2.63668
H 1.08655 -3.15463 1.10538
H 1.78151 -2.30851 2.49314
```

Gap between HOMO and LUMO (alpha / beta) ... 10.7 / 5.4 eV
Charge ... +1
LUMO level (alpha / beta) ... -2.959 / -8.313 eV
Expectation value of S² ... 0.75
Multiplicity ... 2


# 2
DFT (ωB97M-V/def2-TZVPD) results for a structure of composition C4H5Cl in a non-equilibrium geometry.

Geometry as XYZ:
```
10
Properties=species:S:1:pos:R:3
C 3.22392 -0.15196 0.09578
C 1.64113 -0.20096 -0.09192
C 0.49517 0.12189 -0.20476
C -0.73632 0.83520 0.01965
H 3.83354 -1.03917 -0.96337
H 3.19422 -0.60693 1.38872
H 3.97452 1.03115 -0.02498
H -1.04727 1.63160 -0.78208
H -0.78775 1.22916 1.06616
Cl -2.17121 -0.34534 0.02371
```

Gap between HOMO and LUMO ... 10.3 eV
LUMO level ... 0.358 eV


# 3
DFT (ωB97M-V/def2-TZVPD) results for a cluster of 2 separate species, FH5S2Si2 in total in a non-equilibrium geometry.

Geometry as XYZ:
```
10
Properties=species:S:1:pos:R:3
F 0.48591 -0.49388 0.60335
Si -0.55518 -1.39650 1.77961
Si 0.29138 1.08222 -1.46742
S 0.77466 -0.82284 -2.41976
S -1.66206 1.41656 -2.64329
H -0.60895 -0.70221 3.16536
H -1.46845 -0.98635 0.79831
H -0.25106 -2.81516 1.43688
H -0.24534 -1.05115 -3.11613
H -1.71350 2.72297 -2.46783
```

Gap between HOMO and LUMO ... 8.5 eV
LUMO level ... -0.196 eV


# 4
DFT (ωB97M-V/def2-TZVPD) results for the molecule C10H21N5 in a non-equilibrium geometry.

Geometry as XYZ:
```
36
Properties=species:S:1:pos:R:3
H -0.58263 -1.67016 2.13161
N -1.09547 -1.97483 1.31267
C -0.73673 -1.42525 0.19603
N -1.43442 -1.72877 -0.93001
N -1.28846 -1.01284 -2.13919
N -2.53670 -0.72319 -2.66237
C -2.63490 0.05802 -3.90816
C -3.61746 1.00562 -3.20729
C -3.39962 0.18964 -1.90933
N 0.20446 -0.43137 0.15508
C 1.34550 -0.39152 1.03530
C 2.51633 0.37325 0.38092
C 3.22118 1.31553 1.36756
C 3.36926 0.59374 2.73048
C 2.03760 0.32521 3.38776
C 0.90186 0.31539 2.34750
H -2.32453 -2.14906 -0.70410
H -0.71809 -1.56636 -2.82184
H -1.65889 0.44130 -4.24065
H -3.13877 -0.42624 -4.75249
H -4.64754 0.92791 -3.56615
H -3.28018 2.04071 -3.06194
H -2.88404 0.70115 -1.07189
H -4.30229 -0.25591 -1.51155
H 0.29214 -0.07219 -0.77890
H 1.68177 -1.40214 1.23009
H 2.16994 0.91825 -0.49404
H 3.23993 -0.36652 0.01938
H 4.13870 1.62742 0.93130
H 2.63688 2.25509 1.54312
H 3.94318 -0.32765 2.57007
H 4.00540 1.23385 3.36342
H 1.80989 1.11982 4.12560
H 2.13272 -0.63971 3.90597
H 0.56359 1.34766 2.21578
H 0.07038 -0.22586 2.81027
```

SMILES ... [H]/N=C(/NNN1CCC1)NC1CCCCC1
Gap between HOMO and LUMO ... 8.4 eV
LUMO level ... 0.900 eV


# 5
DFT (ωB97M-V/def2-TZVPD) results for a cluster of 3 separate species, C4H8OS in total in a non-equilibrium geometry.

Geometry as XYZ:
```
14
Properties=species:S:1:pos:R:3
O 0.52010 -2.25376 1.20110
C -0.93468 -2.28000 1.08752
C -1.50958 -1.27756 1.91118
C 0.99373 1.70265 -0.42220
C 0.35962 1.53001 -1.58072
S 1.88500 2.52020 -3.79800
H -1.10678 -2.98632 0.25167
H -2.57846 -1.30049 1.90365
H -1.13458 -1.18975 2.91841
H 2.05152 2.05278 -0.55613
H 0.63420 1.22693 0.48254
H 0.92840 1.29513 -2.56375
H -0.40759 2.22516 -1.95675
H 0.29911 -1.26498 1.12146
```

Gap between HOMO and LUMO ... 6.6 eV
LUMO level ... -2.395 eV


# 6
DFT (ωB97M-V/def2-TZVPD) results for a cluster of 10 separate species, C40H72N8O4S2 in total in a non-equilibrium geometry.

Geometry as XYZ:
```
126
Properties=species:S:1:pos:R:3
O -13.12986 -24.38936 -8.52338
S -11.77663 -23.84406 -8.49852
O -11.37637 -22.80979 -9.44619
C -11.49828 -23.44155 -6.78866
C -11.29679 -24.82280 -6.13148
C -10.25870 -25.54479 -7.04268
C -10.71446 -25.34155 -8.54713
H -12.43368 -23.09307 -6.37525
H -10.68951 -22.71964 -6.67389
H -10.89513 -24.70083 -5.13893
H -12.26161 -25.34457 -6.08940
H -10.26729 -26.61185 -6.82260
H -9.29250 -25.13130 -6.90428
H -11.22890 -26.17232 -9.00672
H -9.83766 -25.06069 -9.17044
O -14.14277 -17.39798 -0.93683
S -13.79228 -16.62786 -2.10968
O -12.75507 -17.07951 -3.02341
C -15.20024 -16.25285 -3.16931
C -15.64779 -14.94205 -2.65329
C -14.37940 -14.11334 -2.41902
C -13.48165 -14.94341 -1.49450
H -15.91840 -17.03709 -2.90621
H -14.98779 -16.34279 -4.23424
H -16.31198 -14.40678 -3.31884
H -16.16472 -15.04672 -1.66076
H -14.57063 -13.14100 -2.02245
H -13.91527 -13.96656 -3.39990
H -13.78919 -14.93896 -0.45615
H -12.42615 -14.62403 -1.61050
C -13.55711 -16.93469 -6.79109
C -12.11565 -16.59522 -6.27032
C -11.51397 -15.32182 -6.87124
C -12.06852 -14.12268 -6.23447
N -12.48056 -13.16054 -5.76002
H -13.56929 -17.18334 -7.82732
H -14.31589 -16.17211 -6.67745
H -13.86029 -17.86219 -6.33769
H -11.43348 -17.40447 -6.52271
H -12.05524 -16.47341 -5.19312
H -11.79277 -15.27264 -7.95440
H -10.40430 -15.32170 -6.78103
C -9.33338 -15.31165 -2.48977
C -8.25740 -16.37127 -2.46839
C -7.38084 -16.40152 -3.71642
C -8.12262 -16.69266 -4.97929
N -8.62358 -16.87422 -6.01527
H -8.90779 -14.33547 -2.78220
H -9.75918 -15.27959 -1.50411
H -10.04585 -15.47515 -3.31733
H -8.70413 -17.36476 -2.28420
H -7.62464 -16.23637 -1.56018
H -6.60412 -17.19466 -3.69475
H -6.89905 -15.46052 -3.93818
C -12.58062 -21.22887 -3.90445
C -12.24688 -20.02392 -4.85002
C -10.77163 -19.89336 -5.16492
C -9.93348 -19.77706 -4.03261
N -9.28822 -19.91093 -3.11452
H -12.12816 -21.06543 -2.92781
H -12.20989 -22.19910 -4.24040
H -13.63860 -21.37550 -3.73039
H -12.51317 -19.07409 -4.34806
H -12.79769 -20.14945 -5.80954
H -10.64775 -19.03934 -5.82365
H -10.45358 -20.77774 -5.70395
C -15.39414 -24.27362 -3.35766
C -14.63495 -24.15495 -4.73472
C -15.20048 -25.02954 -5.87803
C -16.56664 -24.68201 -6.25515
N -17.61414 -24.30785 -6.52718
H -16.41627 -23.97631 -3.52352
H -14.96695 -23.53537 -2.70300
H -15.45646 -25.25958 -2.94279
H -13.56265 -24.41706 -4.63732
H -14.72421 -23.09347 -4.95360
H -15.35034 -26.06272 -5.45191
H -14.57198 -24.99241 -6.77009
C -7.39372 -20.43888 -7.31002
C -7.09362 -19.90473 -5.91056
C -6.85418 -21.02837 -4.90523
C -7.77382 -22.18826 -5.10460
N -8.49669 -23.02347 -5.30563
H -8.40621 -20.85494 -7.30099
H -6.64146 -21.11747 -7.67767
H -7.41118 -19.61102 -7.98606
H -7.99352 -19.28556 -5.63151
H -6.19507 -19.28744 -5.96878
H -6.97387 -20.70201 -3.84576
H -5.87050 -21.45089 -4.92119
C -15.90846 -19.90709 -4.63550
C -17.21132 -20.67841 -4.83162
C -17.52825 -20.84917 -6.31981
C -17.71727 -19.57025 -6.91954
N -17.82729 -18.46730 -7.30563
H -15.63637 -19.86401 -3.59224
H -16.05159 -18.88444 -5.06643
H -15.10778 -20.43775 -5.22458
H -18.06173 -20.21078 -4.34351
H -17.12154 -21.67796 -4.38452
H -18.37529 -21.47771 -6.57218
H -16.67181 -21.30096 -6.81938
C -8.25234 -23.55486 -2.11628
C -9.72476 -23.84215 -2.28355
C -10.56769 -23.13009 -1.21178
C -10.41853 -23.69034 0.18099
N -10.25276 -24.08866 1.25929
H -7.84884 -23.66549 -1.08874
H -8.04263 -22.54489 -2.47585
H -7.66601 -24.22787 -2.75873
H -9.85537 -24.93383 -2.17386
H -9.97554 -23.46119 -3.29620
H -11.62657 -23.25416 -1.49901
H -10.34047 -22.07389 -1.23287
C -12.45890 -19.98446 0.54410
C -10.96731 -19.61527 0.68005
C -10.75038 -18.16510 0.39248
C -9.36936 -17.72590 0.55760
N -8.26537 -17.40952 0.62178
H -13.12449 -19.31022 1.14390
H -12.70964 -20.98997 0.82912
H -12.68593 -19.87947 -0.49832
H -10.32051 -20.15907 -0.05931
H -10.59883 -19.82116 1.67986
H -11.40143 -17.53065 0.98477
H -11.04528 -17.89071 -0.63163
```

SMILES ... O=S1(=O)CCCC1.O=S1(=O)CCCC1.CCCC#N.CCCC#N.CCCC#N.CCCC#N.CCCC#N.CCCC#N.CCCC#N.CCCC#N
Gap between HOMO and LUMO ... 11.0 eV
LUMO level ... 0.323 eV


# 7
DFT (ωB97M-V/def2-TZVPD) results for a cluster of 4 separate species, C2H12O3S in total.

Geometry as XYZ:
```
18
Properties=species:S:1:pos:R:3
C -1.37414 1.08042 0.32530
S -0.14463 2.32441 -0.06548
C 0.12093 1.93982 -1.81205
H -0.96387 0.09395 0.12252
H -2.34210 1.19691 -0.15336
H -1.53021 1.16793 1.40755
H 0.96839 2.50747 -2.17735
H 0.37447 0.88864 -1.93355
H -0.80011 2.13525 -2.34854
O -0.09272 -1.62576 -1.14077
H 0.81582 -1.59824 -0.80223
H -0.23591 -2.54686 -1.36127
O -0.00942 -1.27180 2.39913
H -0.20195 -1.71322 3.23364
H -0.76836 -1.45452 1.83616
O 2.11587 -1.33330 0.56105
H 1.52265 -1.31534 1.33880
H 2.54529 -0.47576 0.57044
```

SMILES ... CSC.O.O.O
Gap between HOMO and LUMO ... 8.7 eV
LUMO level ... 0.430 eV


# 8
DFT (ωB97M-V/def2-TZVPD) results for a structure of composition C26H25N3O3Pd.

Geometry as XYZ:
```
58
Properties=species:S:1:pos:R:3
Pd -0.22681 0.44058 -0.76176
C -2.38560 -2.74275 -2.86703
O -2.86888 -1.40905 -3.27916
C -2.17144 -0.57265 -2.55077
N -1.15995 -1.03292 -1.89584
C -0.98904 -2.44768 -2.32506
C -0.50690 -3.35201 -1.23261
C 0.58913 -4.17848 -1.46252
C 1.05273 -5.02160 -0.46060
C 0.42851 -5.03035 0.77874
C -0.66239 -4.20263 1.01357
C -1.13235 -3.36885 0.00997
C -2.52592 0.86159 -2.48484
C -3.61622 1.51776 -3.02868
C -3.73670 2.88224 -2.77414
C -2.80228 3.54878 -1.98295
C -1.74725 2.80814 -1.47869
N -1.63144 1.51702 -1.75677
C -0.64944 3.23512 -0.58148
N 0.19695 2.37845 -0.10496
C 1.25644 3.19498 0.58813
C 0.51427 4.51510 0.79112
O -0.49982 4.49727 -0.26944
C 1.85756 2.53882 1.80061
C 3.01212 1.78322 1.60831
C 3.62225 1.13852 2.67263
C 3.08947 1.25502 3.94949
C 1.95921 2.03365 4.15645
C 1.34306 2.67324 3.08787
H -2.40365 -3.40009 -3.72910
H -3.07246 -3.09716 -2.09778
H -0.27247 -2.43854 -3.15066
H 1.07549 -4.17324 -2.43134
H 1.89557 -5.67230 -0.65026
H 0.78404 -5.68897 1.55951
H -1.15765 -4.21990 1.97534
H -1.99170 -2.73362 0.20377
H -4.34299 0.98430 -3.62533
H -4.57335 3.42953 -3.18687
H -2.89335 4.60331 -1.76316
H 2.04870 3.34590 -0.15006
H 1.12852 5.39793 0.65418
H -0.03488 4.57184 1.72779
H 3.47068 1.75064 0.62447
H 4.52807 0.56803 2.51384
H 3.57046 0.76488 4.78527
H 1.56261 2.15984 5.15513
H 0.46867 3.27769 3.28899
C -0.18419 -0.55012 2.24501
O 0.96394 -0.94913 1.45543
C 1.10643 -0.61907 0.24212
C 2.30222 -1.21483 -0.39355
H -0.42108 -1.40082 2.87506
H -1.01949 -0.29735 1.59224
H 0.13226 0.29918 2.84282
H 3.04971 -1.49510 0.34497
H 2.71028 -0.54552 -1.14938
H 1.96036 -2.11785 -0.91804
```

Gap between HOMO and LUMO ... 7.8 eV
Charge ... +2
LUMO level ... -6.909 eV


Question: Number 7 is which compound?
Answer: C2H12O3S